(1)
106
Properties=species:S:1:pos:R:3:mulliken_charge:R:1 method="wB97M-V/def2-TZVPD" max_force_ev_per_a=0.72 orbital_gap_ev=5.68 lumo_ev=-0.1 charge=0 relative_energy_kj_mol=24.2
In -0.364 0.108 0.752 1.727
C 1.069 4.269 2.147 -2.099
C 0.909 2.816 1.832 0.898
N 0.152 2.354 0.909 1.078
N -0.582 3.212 0.130 -1.411
C -1.221 2.522 -0.797 0.122
O -1.142 1.266 -0.986 -0.479
C -2.089 3.307 -1.721 0.091
C -2.491 4.601 -1.410 -0.434
C -3.308 5.300 -2.282 -0.755
C -3.722 4.717 -3.472 -0.350
C -3.322 3.426 -3.786 -0.871
C -2.513 2.721 -2.910 -0.085
C 1.609 1.793 2.666 0.550
C 2.306 2.146 3.817 -0.911
C 2.841 1.136 4.603 -0.683
C 2.647 -0.184 4.234 -1.054
C 1.948 -0.448 3.066 -0.377
N 1.480 0.517 2.289 0.669
H 0.477 4.860 1.456 0.388
H 0.738 4.475 3.166 0.377
H 2.117 4.566 2.074 0.379
H -2.159 5.044 -0.482 0.456
H -3.627 6.303 -2.033 0.383
H -4.359 5.267 -4.151 0.389
H -3.647 2.967 -4.710 0.407
H -2.209 1.706 -3.124 0.715
H 2.413 3.181 4.099 0.510
H 3.384 1.384 5.506 0.428
H 3.018 -1.000 4.836 0.498
H 1.739 -1.461 2.747 0.546
C 2.892 -6.478 -2.943 -0.758
S 1.776 -5.833 -4.202 -0.090
C 2.486 -4.181 -4.477 -1.303
C 1.712 -3.032 -3.837 1.021
C 1.704 -3.168 -2.317 -1.422
N 0.944 -2.151 -1.575 0.711
P 1.602 -0.660 -1.120 1.443
C 2.244 0.084 -2.639 0.581
C 1.314 0.758 -3.427 -0.520
C 1.685 1.258 -4.664 -0.840
C 2.991 1.099 -5.111 -0.641
C 3.926 0.452 -4.317 -0.737
C 3.557 -0.052 -3.079 -0.512
C 3.106 -0.998 -0.150 1.318
C 3.865 0.117 0.213 -1.036
C 4.977 -0.017 1.023 -0.788
C 5.347 -1.272 1.493 -0.813
C 4.595 -2.382 1.147 -0.878
C 3.479 -2.245 0.330 -0.428
P -0.769 -2.250 -1.342 0.599
C -1.389 -2.830 -2.957 -0.242
C -1.462 -4.161 -3.358 -0.253
C -1.862 -4.483 -4.646 -0.716
C -2.196 -3.479 -5.543 -0.511
C -2.145 -2.149 -5.148 -0.603
C -1.751 -1.830 -3.859 -0.112
C -0.986 -3.733 -0.304 0.778
C 0.010 -4.185 0.550 -0.537
C -0.234 -5.220 1.440 -0.628
C -1.489 -5.805 1.497 -0.680
C -2.497 -5.351 0.658 -0.726
C -2.246 -4.323 -0.236 -0.846
H 2.595 -7.507 -2.748 0.383
H 2.823 -5.920 -2.010 0.126
H 3.923 -6.477 -3.296 0.293
H 2.541 -4.037 -5.556 0.517
H 3.514 -4.205 -4.110 0.483
H 0.698 -3.006 -4.233 -0.197
H 2.192 -2.097 -4.131 -0.192
H 2.744 -3.153 -1.967 0.674
H 1.291 -4.145 -2.046 0.045
H 0.299 0.886 -3.066 0.347
H 0.959 1.778 -5.275 0.504
H 3.282 1.491 -6.077 0.406
H 4.945 0.337 -4.662 0.425
H 4.288 -0.560 -2.462 0.409
H 3.575 1.103 -0.133 0.513
H 5.549 0.859 1.298 0.456
H 6.213 -1.379 2.131 0.379
H 4.871 -3.361 1.514 0.433
H 2.892 -3.121 0.090 -0.153
H -1.182 -4.950 -2.673 0.474
H -1.897 -5.519 -4.954 0.419
H -2.504 -3.732 -6.549 0.396
H -2.420 -1.364 -5.841 0.468
H -1.719 -0.794 -3.540 0.291
H 0.976 -3.704 0.545 0.148
H 0.551 -5.555 2.105 0.432
H -1.687 -6.604 2.199 0.378
H -3.484 -5.792 0.704 0.413
H -3.045 -3.973 -0.880 0.517
C -2.861 -1.889 3.514 -1.881
C -2.503 -0.846 2.448 1.625
C -3.457 -1.031 1.259 -1.020
C -2.735 0.552 3.034 -1.588
N -1.105 -1.103 2.124 -0.505
H -3.883 -1.765 3.879 0.404
H -2.175 -1.800 4.357 0.378
H -2.754 -2.889 3.094 0.275
H -4.506 -0.908 1.540 0.557
H -3.324 -2.028 0.837 0.020
H -3.239 -0.302 0.469 0.053
H -3.747 0.682 3.426 0.522
H -2.581 1.319 2.266 0.166
H -2.020 0.733 3.838 0.272



(2)
109
Properties=species:S:1:pos:R:3:mulliken_charge:R:1 method="wB97M-V/def2-TZVPD" max_force_ev_per_a=0.59 orbital_gap_ev="6.29 / 6.88" lumo_ev="-2.3 / -2.7" spin_multiplicity=3 charge=+1 relative_energy_kj_mol=0.0
W -0.606 0.790 -0.180 -0.200
C -2.848 -1.574 1.684 0.447
C -3.337 -0.369 2.482 -1.209
C -3.035 0.992 1.866 -1.027
N -1.625 1.297 1.611 0.052
C -0.911 1.941 2.530 1.672
C -1.359 2.087 3.865 -0.786
C -0.785 2.694 4.958 -0.854
C 0.403 3.413 5.070 -0.712
C 1.271 3.699 4.045 -0.696
C 1.216 3.336 2.702 0.341
C 0.305 2.560 1.988 -0.089
N 0.445 2.381 0.654 0.362
C 1.169 3.394 -0.103 -1.164
C 0.541 3.579 -1.479 -0.671
C -0.978 3.706 -1.413 -1.492
N -1.618 2.411 -1.200 0.579
C -2.898 2.258 -1.522 0.883
C -3.729 3.354 -1.824 -0.530
C -5.035 3.421 -2.277 -0.742
C -5.919 2.405 -2.592 -0.724
C -5.671 1.049 -2.462 -0.753
C -4.562 0.380 -1.975 -0.491
C -3.324 0.846 -1.490 0.850
N -2.393 0.027 -0.996 0.238
C -2.661 -1.407 -0.898 -1.098
C -3.523 -1.784 0.314 -1.133
H -3.008 -2.460 2.302 0.615
H -1.771 -1.492 1.554 -0.684
H -2.920 -0.424 3.492 0.462
H -4.425 -0.430 2.592 0.462
H -3.462 1.775 2.498 0.783
H -3.558 1.071 0.914 0.120
H -2.297 1.598 4.082 0.194
H -1.354 2.595 5.876 0.387
H 0.652 3.794 6.052 0.388
H 2.140 4.289 4.316 0.390
H 2.054 3.693 2.117 0.339
H 2.235 3.159 -0.186 0.165
H 1.083 4.348 0.427 0.724
H 0.806 2.758 -2.144 -0.011
H 0.954 4.487 -1.925 0.602
H -1.332 4.133 -2.357 0.852
H -1.252 4.414 -0.618 0.373
H -3.272 4.319 -1.657 0.470
H -5.410 4.429 -2.412 0.375
H -6.893 2.694 -2.965 0.358
H -6.483 0.399 -2.769 0.371
H -4.678 -0.693 -1.961 0.316
H -1.695 -1.904 -0.849 0.032
H -3.121 -1.772 -1.820 0.666
H -3.793 -2.836 0.196 0.429
H -4.466 -1.228 0.280 0.609
N 4.562 1.804 -1.149 -0.112
C 5.850 1.954 -0.775 -0.308
C 6.055 1.088 0.269 -0.931
C 4.811 0.453 0.448 -0.300
N 3.905 0.893 -0.413 0.218
H 4.086 2.267 -1.903 0.167
H 6.506 2.647 -1.272 0.451
H 6.965 0.933 0.821 0.408
H 4.546 -0.303 1.169 0.470
C 1.896 -4.281 -2.445 -0.848
C 0.465 -3.864 -2.666 0.605
N -0.329 -4.763 -3.299 -0.406
O 0.055 -2.768 -2.324 -0.463
H 2.048 -5.354 -2.552 0.425
H 2.199 -3.966 -1.449 0.046
H 2.525 -3.763 -3.172 0.253
H -0.003 -5.678 -3.549 0.176
H -1.289 -4.522 -3.476 0.230
C 2.199 -0.542 -5.924 -1.473
C 1.537 -0.208 -4.621 0.952
C 0.296 0.425 -4.575 -1.277
C -0.286 0.712 -3.360 -0.337
N 0.287 0.396 -2.191 0.763
C 1.467 -0.242 -2.226 -0.839
C 2.122 -0.531 -3.405 -0.542
H 1.680 -0.085 -6.763 0.401
H 2.205 -1.623 -6.076 0.307
H 3.237 -0.208 -5.931 0.358
H -0.217 0.703 -5.486 0.418
H -1.240 1.221 -3.308 0.239
H 1.909 -0.492 -1.274 -0.135
H 3.085 -1.025 -3.362 0.607
N 0.311 -0.644 0.605 -0.062
C 0.826 -1.517 1.390 0.490
C 1.327 -1.069 2.717 0.112
C 1.049 -1.826 3.857 -0.441
C 1.467 -1.389 5.103 -0.974
C 2.194 -0.210 5.219 -0.903
C 2.483 0.537 4.087 -0.979
C 2.038 0.119 2.841 0.315
C 0.954 -2.977 1.104 0.657
C 2.140 -3.623 1.466 -0.493
C 2.289 -4.987 1.283 -0.809
C 1.243 -5.735 0.755 -0.719
C 0.061 -5.105 0.397 -0.781
C -0.080 -3.734 0.564 0.028
H 0.502 -2.757 3.764 0.554
H 1.235 -1.973 5.984 0.462
H 2.535 0.123 6.190 0.456
H 3.052 1.454 4.173 0.593
H 2.238 0.707 1.954 0.793
H 2.943 -3.048 1.910 0.483
H 3.214 -5.472 1.566 0.430
H 1.349 -6.805 0.632 0.419
H -0.762 -5.684 -0.004 0.467
H -1.008 -3.258 0.293 0.539